Computed, not measured: the ion C4H11N2S with charge -1 at a distorted geometry, with ωB97M-V with the def2-TZVPD basis set.

Last column: Mulliken charge in e.
Positions of all 18 atoms, in Å:
N 2.566403 -0.487157 -1.620905  -0.69
C 1.429364 -1.239232 -1.102838  -0.55
N 0.882723 -0.841235 0.153890  -0.31
C 0.070354 0.373820 0.156325  -0.49
C -0.938488 0.430931 1.297887  -0.47
C -2.319207 0.954097 0.824027  -0.88
S -3.317138 1.698587 2.133129  -0.64
H 2.994184 0.016305 -0.847957  0.29
H 2.181982 0.290062 -2.150308  0.28
H 0.628364 -1.196978 -1.869806  0.37
H 1.670050 -2.301533 -1.048503  0.36
H 0.375015 -1.538164 0.672559  0.26
H 0.694161 1.271300 0.080160  0.15
H -0.457747 0.411725 -0.815117  0.30
H -0.558580 0.963550 2.167337  0.36
H -1.068862 -0.599544 1.644971  0.19
H -2.109134 1.696598 0.050790  0.20
H -2.723447 0.096874 0.274351  0.27

Forces on the atoms, in the same order (eV/Å):
-0.27 0.89 0.26
-1.13 -0.99 -0.52
0.58 0.98 0.96
0.01 0.12 -1.07
0.02 -0.32 -0.12
1.06 0.17 0.13
-0.24 -0.29 -0.03
0.25 -0.42 0.27
0.03 -0.12 -0.28
0.25 0.14 -0.16
0.32 -0.04 0.21
0.19 -0.46 -0.30
0.17 -0.02 0.48
-0.38 -0.14 0.08
-0.07 0.33 -0.10
-0.16 -0.07 0.15
-0.05 0.22 -0.08
-0.59 0.03 0.12

Computed properties:
net charge	-1
HOMO level	-2.36	eV
spin multiplicity	1
gap between HOMO and LUMO	0.21614	Eh
relative energy (zero: lowest compared OMol25 entry of this formula, charge and spin)	0.973	eV
E_tot	-666.7108	Ha

Computed, not measured: a structure of composition C22H29Br22NO10S2 at a distorted geometry, with ωB97M-V with the def2-TZVPD basis set.

Last column: Mulliken charge in e.
Positions of all 86 atoms, in Å:
C 1.404169 3.015045 -1.687684  -1.13
C 0.605533 2.206773 -2.771770  -0.32
C -0.387238 1.305376 -2.007524  0.25
Br -2.060280 2.333397 -1.798769  -0.07
C -0.727083 -0.017454 -2.714071  -0.26
O -1.805054 -0.194657 -3.168667  -0.49
O 0.237005 -1.002007 -2.876196  0.25
C 0.201869 -2.006821 -1.891180  1.47
C -0.563621 -3.313805 -2.403551  -0.80
O -1.319671 -3.107778 -3.577778  -0.02
N -0.575658 -3.414635 -4.715147  -0.09
O -1.094018 -2.939631 -5.647267  -0.04
C 1.660008 -2.494449 -1.609782  -1.66
C 2.678691 -1.382386 -1.338880  0.12
O 3.799262 -1.703637 -1.104106  -0.56
O 2.374061 -0.046169 -1.314290  -0.45
S -0.688434 -1.499202 -0.341275  -0.13
C 0.479542 -1.583928 1.050973  0.07
C -0.194559 -0.893697 2.269371  0.12
O -1.297247 -1.199691 2.577461  -0.49
O 0.501017 0.058410 2.981534  -0.32
C 1.359275 -0.598433 3.935829  -0.83
C 1.383768 0.121438 5.285743  0.37
C 2.692584 -0.214762 6.062985  -1.16
O 0.283878 -0.285985 6.095861  -0.23
C -0.183756 0.638808 6.985960  0.51
O -0.511624 1.748463 6.703073  -0.50
C -0.335341 0.168612 8.434616  0.27
S -0.994468 -1.533744 8.568408  -0.27
H 0.868678 2.947651 -0.734028  0.31
H 1.473067 4.077194 -1.933899  0.38
H 2.388542 2.569489 -1.508446  0.26
H 0.027595 2.958405 -3.322847  0.60
H 1.270350 1.669912 -3.458231  0.17
H -0.068391 1.081756 -0.985785  -0.05
H -1.152085 -3.741837 -1.584669  0.31
H 0.194379 -4.081437 -2.647349  0.41
H 1.984905 -2.989796 -2.556594  0.63
H 1.675430 -3.267616 -0.832815  0.61
H 1.727760 0.160290 -0.626334  0.23
H 1.434197 -1.064811 0.894360  0.17
H 0.678348 -2.617546 1.365100  0.43
H 0.967745 -1.621821 4.049780  0.48
H 2.387340 -0.612647 3.539951  0.25
H 1.424337 1.201102 5.082609  0.38
H 3.462094 0.557515 5.920184  0.25
H 2.483500 -0.262222 7.141200  0.23
H 3.096044 -1.202004 5.787046  0.41
H 0.616118 0.265039 8.985817  -0.46
H -1.053728 0.836302 8.925571  0.38
H -1.872571 -1.608984 7.534699  0.13
C -4.625069 -2.654598 -6.950972  -0.24
Br -3.715149 -1.493631 -5.715403  0.04
Br -4.619904 -4.487572 -6.342635  -0.06
Br -6.413449 -2.037587 -7.342808  -0.03
H -4.070576 -2.628218 -7.880029  0.26
C -1.544204 7.847505 4.065476  -0.35
Br -2.067760 6.505713 2.805532  0.00
Br -0.185209 7.185589 5.269816  0.08
Br -1.028778 9.502361 3.180444  -0.03
H -2.415166 8.073783 4.665832  0.32
C 3.720866 -2.721323 -5.577721  -0.43
Br 2.293836 -1.917997 -4.561371  0.10
Br 4.765662 -3.940055 -4.507243  -0.05
Br 3.028082 -3.556686 -7.171631  0.01
H 4.383353 -1.926168 -5.892456  0.40
C -8.782220 -2.161377 -10.869535  -0.27
Br -9.647815 -1.620130 -9.233560  -0.03
Br -8.526049 -4.071197 -10.942275  0.01
Br -9.716982 -1.503454 -12.423415  -0.04
H -7.799877 -1.708525 -10.873346  0.32
C 2.040799 3.281072 10.667034  -0.36
Br 1.615101 3.058931 12.533733  -0.03
Br 2.193393 1.526253 9.829045  0.04
Br 0.832021 4.569192 9.869394  -0.03
H 3.025792 3.725212 10.613061  0.35
C -0.478847 -4.358261 -8.752408  -0.03
Br -0.719778 -2.475660 -9.090851  -0.02
Br -2.062626 -5.370704 -9.181346  -0.06
Br 1.081292 -5.051105 -9.659432  -0.09
H -0.306263 -4.470790 -7.689441  0.12
C 3.835987 5.591633 5.624229  -0.34
Br 2.651048 5.817256 7.132716  -0.01
Br 4.984978 4.057287 5.847321  -0.05
Br 2.861966 5.532699 3.949255  -0.01
H 4.475280 6.463170 5.585791  0.39

Forces on the atoms, in the same order (eV/Å):
-0.14 -0.51 -0.19
0.25 0.96 1.14
0.04 -0.23 -0.76
0.45 -0.32 0.30
-1.04 0.80 -0.27
-0.48 -0.41 -0.46
0.42 0.57 0.67
0.47 -2.07 0.90
0.89 -0.37 -0.19
-0.39 0.27 0.97
-0.24 0.24 -0.31
0.60 -0.60 -0.16
-0.99 0.86 -0.86
0.24 -0.61 0.99
0.75 -0.23 -0.27
-0.22 -0.17 -0.08
-0.20 0.15 0.16
0.76 0.74 0.79
-0.28 0.01 -0.48
-0.60 -0.09 0.15
0.15 -0.53 -0.46
0.11 -0.08 0.32
1.27 0.12 -0.21
-0.11 -0.20 0.01
-0.06 0.29 0.23
-0.30 -0.17 0.87
0.35 0.48 -0.61
-1.00 -0.51 -0.67
0.23 -0.40 0.17
0.00 0.21 -0.13
0.26 -0.22 -0.05
-0.06 0.28 -0.19
0.13 -0.57 -0.23
-0.20 -0.06 0.27
-0.02 0.10 -0.32
-0.34 0.34 -0.49
-0.11 0.35 0.06
-0.09 0.33 1.21
0.09 0.41 0.02
-0.24 -0.08 -0.28
-0.18 -0.32 -0.14
-0.03 0.21 -0.22
0.46 0.16 0.36
-0.28 -0.08 0.10
-0.68 -0.18 0.15
-0.21 -0.31 -0.16
-0.03 0.09 -0.33
-0.09 0.32 0.03
-0.92 -0.74 -0.66
0.36 0.03 -0.26
0.40 0.50 0.26
0.11 0.14 0.02
-0.46 0.08 -0.05
-0.05 0.13 0.02
0.08 -0.10 -0.02
-0.02 -0.05 0.01
0.02 0.22 0.11
0.01 -0.07 -0.12
-0.17 0.21 -0.15
-0.02 -0.37 0.22
0.06 0.04 -0.03
0.01 0.02 -0.11
0.50 0.37 -1.09
-0.14 0.08 -0.05
0.05 0.00 0.13
-0.02 -0.03 0.03
0.04 -0.01 0.01
0.01 -0.04 -0.11
-0.04 0.14 0.01
0.05 -0.06 0.13
-0.04 -0.02 0.01
0.12 0.13 0.28
0.04 0.00 -0.05
0.52 1.14 0.31
0.07 -0.63 -0.02
-0.03 -0.07 -0.03
0.00 0.03 0.05
0.00 -0.16 -0.01
0.15 0.10 -0.02
-0.17 0.03 -0.01
0.01 0.05 -0.04
-0.12 0.10 -0.20
0.18 -0.13 -0.20
-0.13 0.08 -0.01
0.26 -0.10 0.29
-0.02 -0.05 0.00

Computed properties:
HOMO level	-9.30	eV
spin multiplicity	1
gap between HOMO and LUMO	0.32100	Eh
E_tot	-59087.2780	Ha

Computed, not measured: the ion C19H17N4O2 with charge -1 at a distorted geometry, with ωB97M-V with the def2-TZVPD basis set.

Last column: Mulliken charge in e.
Positions of all 42 atoms, in Å:
C 0.832564 3.469625 3.073564  -1.03
N -0.190165 2.453832 3.232360  0.12
C -0.735037 2.135328 4.546722  -1.22
C -0.453480 1.602598 2.186413  0.71
C -0.711781 0.243741 2.504354  -0.82
C -1.003488 -0.625343 1.473568  -0.25
C -1.163655 -0.099394 0.186618  0.32
C -1.404557 -1.001490 -1.014464  0.77
C -2.489062 -1.982323 -0.770499  0.42
C -3.209330 -2.489171 -1.863073  -0.41
N -3.933686 -2.833787 -2.708011  -0.84
C -3.072112 -2.334481 0.471486  -0.23
N -3.640522 -2.713887 1.444198  -0.79
C -0.972094 1.247583 -0.131925  -0.78
C -0.565548 2.116700 0.865572  -0.75
H 1.105695 3.538056 2.018270  0.34
H 0.450621 4.436909 3.408219  0.30
H 1.718295 3.161985 3.631350  0.31
H -1.660372 1.553468 4.456358  0.43
H -0.016924 1.563497 5.141103  0.35
H -0.973650 3.062232 5.056816  0.34
H -0.663435 -0.116862 3.538157  0.38
H -1.096297 -1.683058 1.761394  0.45
H -1.594803 -0.354783 -1.907234  0.50
H -1.143728 1.631661 -1.129875  0.34
H -0.402296 3.186739 0.707292  0.36
C -0.132905 -1.763403 -1.668125  -0.56
N -0.470608 -2.850693 -2.772735  1.01
O -1.145419 -3.817719 -2.371937  -0.55
O -0.133592 -2.654354 -3.963130  -0.63
C 1.149118 -1.065724 -2.086737  0.25
C 1.309649 -0.398979 -3.316960  -0.08
C 2.552545 0.087788 -3.758495  -0.64
C 3.709178 -0.126801 -2.986890  -0.33
C 3.543519 -0.666025 -1.694772  -0.55
C 2.275887 -1.126953 -1.255207  -0.19
H 0.021727 -2.389645 -0.728609  0.32
H 0.466971 -0.320883 -3.990767  0.40
H 2.605343 0.476308 -4.791806  0.30
H 4.717189 -0.016454 -3.441673  0.32
H 4.411697 -0.877562 -1.040512  0.31
H 2.108550 -1.658276 -0.310376  0.30

Forces on the atoms, in the same order (eV/Å):
-0.60 -0.48 0.21
-0.42 0.66 0.39
0.57 0.21 -0.62
-0.51 -0.62 -0.13
0.25 0.88 -0.55
0.05 0.16 0.15
1.01 -1.25 -1.68
-0.50 0.37 -2.32
-0.95 -0.33 0.46
-1.26 0.26 -0.25
0.51 0.06 0.14
-0.98 -0.68 1.41
1.42 0.96 -2.01
0.38 0.17 1.11
-0.12 -0.56 0.95
0.00 0.04 0.29
0.28 0.12 0.10
0.29 0.34 0.18
0.29 0.21 -0.10
-0.02 -0.07 0.31
0.04 0.21 0.25
0.14 0.20 -0.56
-0.13 0.52 -0.74
-0.82 0.07 0.83
0.07 -0.27 -0.05
-0.17 -0.46 -0.11
1.22 -1.79 2.28
-1.56 -0.41 0.00
2.35 1.70 -1.20
-0.66 -0.50 2.39
0.25 0.66 -0.20
0.20 0.28 0.08
-0.13 -0.72 -0.03
-0.30 -0.36 0.19
-0.22 -0.62 0.16
0.04 -0.04 -0.46
0.68 0.20 -1.55
0.01 0.04 0.07
0.10 -0.12 0.76
-0.81 0.30 0.60
-0.54 0.30 -0.55
0.57 0.37 -0.19

Computed properties:
net charge	-1
HOMO level	-3.35	eV
spin multiplicity	1
gap between HOMO and LUMO	0.21512	Eh
relative energy (zero: lowest compared OMol25 entry of this formula, charge and spin)	0.491	eV
E_tot	-1103.5961	Ha

Computed, not measured: an isolated molecule of C23H34N6O2 at a distorted geometry, with ωB97M-V with the def2-TZVPD basis set.

Last column: Mulliken charge in e.
Positions of all 65 atoms, in Å:
C -2.618792 2.780862 -1.890535  -1.28
C -2.074085 2.946297 -0.477859  -0.63
C -0.954032 1.925877 -0.198561  1.20
C 0.252572 2.287150 -1.002782  -1.15
N 0.783939 3.492242 -0.939179  -0.02
N 1.832196 3.498928 -1.743467  -1.19
N 1.976975 2.375661 -2.300193  -0.35
N 1.008379 1.556588 -1.865972  1.45
C 0.964324 0.232083 -2.480237  1.63
C -0.018946 -0.715034 -1.803223  -1.48
C 0.550103 0.449650 -3.942275  -1.99
C 2.391220 -0.349287 -2.430928  -1.09
C 2.874495 -0.715843 -1.031635  -0.95
N -0.549053 1.806658 1.206491  1.03
C -0.246058 3.070994 1.874782  -1.07
C 0.894443 2.909499 2.886329  -0.80
C 2.194648 2.498853 2.192962  -0.42
O 2.111785 1.203548 1.647276  -0.57
C -1.450330 0.950411 1.975658  -1.43
C -1.267071 -0.493524 1.592555  0.53
C -0.134070 -1.175850 1.874344  -0.41
C 0.060651 -2.528691 1.460770  0.94
C 1.248431 -3.226741 1.710274  -0.78
C 1.384594 -4.524377 1.281419  -0.92
C 0.341313 -5.150179 0.601246  -0.66
C -0.844530 -4.496386 0.331118  1.14
C -1.958912 -5.179367 -0.405408  -1.76
C -0.982647 -3.166210 0.763512  -0.36
N -2.122136 -2.449268 0.512202  0.05
C -2.350363 -1.134297 0.852222  0.24
O -3.393622 -0.595267 0.519433  -0.73
H -3.034238 1.783558 -2.024394  0.27
H -3.406248 3.506298 -2.078063  0.49
H -1.832331 2.937351 -2.627125  0.26
H -1.689290 3.957775 -0.347728  0.34
H -2.880406 2.781122 0.238479  0.35
H -1.323407 0.944964 -0.492714  -0.26
H -1.048662 -0.439145 -2.020250  0.40
H 0.146099 -1.717326 -2.193289  0.68
H 0.136904 -0.739417 -0.729428  -0.15
H 0.516465 -0.501551 -4.466143  0.39
H -0.435908 0.908918 -3.994191  0.36
H 1.264645 1.101603 -4.439048  0.45
H 3.067729 0.390879 -2.860037  0.47
H 2.412855 -1.237020 -3.066075  0.50
H 2.798836 0.126219 -0.348345  0.30
H 3.919274 -1.012194 -1.080101  0.49
H 2.309806 -1.548579 -0.618383  0.10
H 0.080111 3.780847 1.112489  0.58
H -1.134387 3.481682 2.376262  0.32
H 1.046241 3.862025 3.394790  0.50
H 0.640392 2.158289 3.637610  0.27
H 3.024929 2.484006 2.904893  0.47
H 2.428952 3.227039 1.402218  0.26
H 1.221339 1.153728 1.250182  -0.20
H -1.203039 1.073766 3.031805  0.76
H -2.505166 1.222025 1.829926  0.30
H 0.673156 -0.693963 2.407332  0.45
H 2.047416 -2.724826 2.233755  0.51
H 2.298499 -5.066671 1.468211  0.41
H 0.463296 -6.172398 0.274184  0.38
H -2.861579 -5.217657 0.204926  0.38
H -2.192524 -4.655525 -1.332935  0.36
H -1.675797 -6.198269 -0.654619  0.37
H -2.876615 -2.900199 0.009766  0.25

Forces on the atoms, in the same order (eV/Å):
0.04 0.07 0.19
0.04 -0.24 -0.03
-0.39 0.13 0.08
0.39 -0.24 -0.50
-0.79 0.01 0.42
0.56 0.70 -0.12
0.52 -0.69 -0.70
-0.39 1.02 0.91
0.11 -0.75 -0.75
0.09 0.30 0.01
0.07 -0.02 0.14
0.03 0.01 0.18
-0.06 0.08 -0.23
0.04 -0.16 -0.06
0.12 0.29 0.34
0.06 -0.09 -0.39
0.03 0.39 0.23
0.05 -0.47 -0.15
-0.04 -0.04 0.00
0.16 0.02 0.22
-0.46 0.19 -0.05
-0.16 -0.37 -0.21
-0.15 -0.05 -0.08
0.16 0.00 0.07
-0.09 0.19 0.02
-0.01 -0.05 -0.02
0.09 0.09 0.07
0.72 -0.07 0.26
-0.32 -0.24 -0.20
0.07 -0.22 -0.05
-0.17 0.25 -0.06
-0.05 -0.10 -0.06
-0.07 0.03 -0.10
0.05 0.02 -0.13
0.00 -0.02 0.09
0.01 0.02 0.07
0.03 0.07 -0.04
-0.12 0.01 0.03
0.05 -0.06 -0.05
-0.04 -0.07 0.11
-0.01 -0.13 -0.05
-0.09 0.04 0.00
0.04 0.02 -0.05
-0.05 -0.14 -0.09
-0.08 0.02 -0.10
0.02 0.08 0.11
0.10 -0.05 0.06
-0.05 -0.11 0.10
-0.12 0.00 0.19
-0.02 0.00 -0.10
-0.02 0.04 0.08
0.01 0.01 0.11
-0.06 0.10 -0.05
0.02 0.00 0.12
-0.01 0.01 0.06
-0.04 0.02 -0.05
0.12 0.03 0.10
0.11 0.15 0.08
0.11 0.07 0.07
0.09 -0.04 0.03
-0.02 -0.10 -0.05
-0.13 -0.04 -0.02
-0.09 -0.01 -0.10
-0.04 -0.04 -0.03
0.05 0.17 0.06

Computed properties:
HOMO level	-8.62	eV
spin multiplicity	1
gap between HOMO and LUMO	0.31492	Eh
relative energy (zero: lowest compared OMol25 entry of this formula, charge and spin)	0.000	eV
E_tot	-1375.8595	Ha

Respective lowest unoccupied orbital energy values: 3.52, -0.57, 2.50, -0.05 eV.